A structure of composition C41H47BrNOScSe, computed with wB97M-V/def2-TZVPD.

XYZ file:
```
93
Properties=species:S:1:pos:R:3:forces:R:3:mulliken_charge:R:1
C 3.31459 0.14773 2.55984 0.0 0.0 0.0 1.197
H -2.68104 0.40795 3.84816 0.0 0.0 0.0 0.360
C 4.56293 0.43065 2.02482 0.0 0.0 0.0 -0.615
H -4.53952 -0.70290 1.24012 0.0 0.0 0.0 0.330
H -6.36517 0.56720 1.13265 0.0 0.0 0.0 0.295
C 6.43839 0.03268 0.41193 0.0 0.0 0.0 -1.805
H -5.93785 -1.46943 -0.38105 0.0 0.0 0.0 0.301
C -0.38589 4.48299 1.73266 0.0 0.0 0.0 -0.716
C -1.75732 -2.32664 -3.34113 0.0 0.0 0.0 -0.626
H -2.79193 -3.25959 3.09197 0.0 0.0 0.0 0.491
H -5.08831 1.12121 -2.96006 0.0 0.0 0.0 0.380
C -0.32660 -1.97162 -1.43901 0.0 0.0 0.0 0.579
H -2.68465 -2.68964 -3.76496 0.0 0.0 0.0 0.446
H 1.54339 -3.20111 1.22240 0.0 0.0 0.0 0.269
C -2.44521 -0.36583 1.22058 0.0 0.0 0.0 -0.338
C -2.31068 -1.23959 2.47908 0.0 0.0 0.0 2.318
C -1.74323 1.04339 -0.57713 0.1 0.0 0.0 0.770
C -4.06581 0.54612 -0.40636 0.0 0.0 0.0 -0.167
H -6.07349 2.19228 0.50809 0.0 0.0 0.0 0.350
H -6.71636 1.52746 -2.41970 0.0 0.0 0.0 0.446
C 3.98715 -0.03146 -2.40627 0.0 0.0 0.0 -0.320
C 5.24596 -0.30698 -2.92067 0.0 0.0 0.0 -0.833
C 0.63643 -1.36406 -2.24419 0.0 0.0 0.0 -0.517
C -0.46775 5.70265 1.07423 0.0 0.0 0.0 -0.577
H -0.14131 -2.07059 -0.37560 0.0 0.0 0.0 -0.127
H -0.89417 -2.09447 3.84531 0.0 0.0 0.0 0.538
H -0.39849 -0.50877 3.22903 0.0 0.0 0.0 0.320
C 2.61810 -0.96585 2.07677 0.0 0.0 0.0 -1.072
C -5.51505 0.61539 -0.88192 0.0 0.0 0.0 1.979
H -5.35438 2.52875 -1.91659 0.0 0.0 0.0 0.397
C -3.09345 -0.57758 3.62323 0.0 0.0 0.0 -1.829
H -3.18880 1.78694 -1.94421 0.0 0.0 0.0 0.544
C -0.87623 -1.45041 2.96280 0.0 0.0 0.0 -1.872
H -7.43828 1.23921 -0.09564 0.0 0.0 0.0 0.470
H -3.03093 -1.18972 4.52607 0.0 0.0 0.0 0.473
H 1.68802 0.77401 3.82682 0.0 0.0 0.0 0.156
H 5.09964 1.30668 2.37121 0.0 0.0 0.0 0.387
H 2.23433 5.38588 -0.94791 0.0 0.0 0.0 0.393
H 0.43331 6.97648 -0.39752 0.0 0.0 0.0 0.376
H 3.28820 0.93084 4.55675 0.0 0.0 0.0 0.460
H 6.76242 -0.69929 -0.32525 0.0 0.0 0.0 0.375
H -0.27338 -1.93906 2.19707 0.0 0.0 0.0 -0.148
C 5.55899 -1.57834 -3.37762 0.0 0.0 0.0 -0.582
C -2.88986 -2.63639 2.20025 0.0 0.0 0.0 -1.821
Br -0.31535 1.89451 -1.50404 -0.1 0.0 0.0 -0.151
C -5.66810 1.50247 -2.11720 0.0 0.0 0.0 -2.153
C 2.47655 -3.06561 0.67540 0.0 0.0 0.0 -1.797
H -4.14662 -0.44980 3.37135 0.0 0.0 0.0 0.318
H 3.11597 -3.92548 0.88098 0.0 0.0 0.0 0.480
C 0.63787 3.59711 1.43432 0.1 0.0 0.0 0.433
C -5.99465 -0.79848 -1.23957 0.0 0.0 0.0 -1.528
C 1.58542 3.90814 0.46055 0.0 -0.1 0.0 0.124
C -1.39304 0.28340 0.54603 -0.1 0.0 -0.1 0.273
C -3.02467 1.18858 -1.06014 0.0 0.0 0.0 -0.665
C -1.52001 -2.43278 -1.98149 0.0 0.0 0.0 -0.476
H -0.96410 -1.66172 -5.22278 0.0 0.0 0.0 0.384
C 0.38982 -1.26939 -3.61861 0.0 0.0 0.0 -0.022
H 6.53762 -1.79099 -3.78732 0.0 0.0 0.0 0.406
C -6.39864 1.18669 0.23537 0.0 0.0 0.0 -1.643
H 2.78012 2.07702 3.31942 0.0 0.0 0.0 0.333
C 1.50389 5.13482 -0.18943 0.0 0.0 0.0 -0.675
H 2.25567 -3.06199 -0.39159 0.0 0.0 0.0 0.151
C 3.16944 -1.79480 1.09025 0.0 -0.1 0.0 0.836
H 6.36157 1.00442 -0.08117 0.0 0.0 0.0 0.275
C 2.72815 1.03017 3.62513 0.0 0.0 0.0 -1.784
C 4.58555 -2.57008 -3.32863 0.0 0.0 0.0 -0.850
H -1.26687 6.39514 1.30451 0.0 0.0 0.0 0.376
H -2.34462 -3.12018 1.38637 0.0 0.0 0.0 0.273
Se 2.96328 2.66293 -0.02494 0.0 0.1 0.0 -0.254
H 7.20451 0.11659 1.18426 0.0 0.0 0.0 0.481
N 1.79051 -0.77504 -1.67621 0.0 -0.1 0.0 0.708
C 0.48484 6.02612 0.11905 0.0 0.0 0.0 -0.572
C 3.33056 -2.30531 -2.80768 0.0 0.0 0.0 0.280
H -7.03290 -0.77177 -1.57841 0.0 0.0 0.0 0.455
H 1.66684 -1.23350 2.52052 0.0 0.0 0.0 0.711
H -3.94460 -2.61026 1.92905 0.0 0.0 0.0 0.370
H 3.73664 0.97710 -2.09720 0.0 0.0 0.0 0.664
C -3.73481 -0.20298 0.71647 0.0 0.0 0.0 -0.582
H -1.12292 4.21797 2.48067 0.0 0.0 0.0 0.416
H -5.38144 -1.22146 -2.03789 0.0 0.0 0.0 0.293
H 4.80764 -3.56325 -3.69953 0.0 0.0 0.0 0.389
C 4.40647 -1.45205 0.54828 0.0 0.0 0.0 0.098
H -2.26416 -2.87882 -1.33251 0.0 0.0 0.0 0.335
H 4.83055 -2.06705 -0.23837 0.0 0.0 0.0 0.412
Sc 1.61139 0.40162 -0.02163 0.0 0.1 0.1 -0.349
H 1.13078 -0.79624 -4.25141 0.0 0.0 0.0 0.498
H 0.69387 2.64608 1.95213 0.0 0.0 0.0 0.147
H 5.97912 0.48826 -2.97916 0.0 0.0 0.0 0.479
C 3.01595 -1.03267 -2.31335 0.0 0.0 0.0 -0.467
O -0.10444 0.18773 0.88619 0.1 0.0 -0.1 0.509
H 2.57978 -3.08597 -2.77787 0.0 0.0 0.0 0.444
C -0.78907 -1.75061 -4.15779 0.0 0.0 0.0 -0.686
C 5.11390 -0.34575 1.01054 0.0 0.0 0.0 0.867
```
Positions in Å, forces in eV/Å.

Summary:
HOMO-LUMO gap   7.98 eV
Highest occupied orbital energy   -7.47 eV
Energy   -202911.8290 eV
Largest force on an atom   0.0031 Eh/bohr